Entry from the Open Molecules 2025 dataset: 16 unconnected molecules or ions with the total composition C81H180F14N16O28S14 in a non-equilibrium geometry (ωB97M-V/def2-TZVPD).

Geometry as XYZ:
```
333
Properties=species:S:1:pos:R:3:forces:R:3:mulliken_charge:R:1
S -0.659 -0.676 -0.338 -2.625 -1.684 2.256 -1.29
O 7.167 4.455 -2.076 -1.104 -0.555 -0.126 -0.51
H -5.793 1.193 0.571 -0.302 0.262 0.534 0.33
H 3.332 -3.988 0.670 -0.047 -0.367 0.194 0.15
H -1.227 6.819 -2.305 0.246 0.847 -0.087 0.81
S -5.544 -5.791 1.443 -2.534 -3.556 -0.875 1.02
H 5.150 -0.347 -1.291 -0.180 -0.213 -0.305 -0.08
H -0.682 -0.245 -4.794 0.383 0.803 0.044 0.45
C 6.536 -1.461 -5.579 -1.373 0.339 -0.108 -1.08
N 5.213 5.249 -3.572 -4.346 -5.147 -0.535 -0.06
H 4.974 -2.900 -1.416 -0.192 0.108 -0.178 0.42
H 1.117 -6.467 0.160 -0.745 0.219 0.303 0.57
H 1.173 3.245 4.279 -0.183 -0.281 -0.024 0.71
H -0.938 2.862 8.150 0.392 -1.100 -0.050 0.21
H 0.482 -4.141 -2.909 0.413 -0.161 0.002 0.50
H 0.190 3.430 -6.316 0.854 0.580 -0.479 0.49
C -1.736 0.029 -4.814 1.404 0.138 -1.549 -0.71
N -0.373 -6.940 -1.390 2.423 0.873 -1.262 0.55
C 5.054 -2.343 -7.497 0.988 0.928 -0.339 -0.95
F 6.615 6.741 -2.624 0.173 -0.811 0.042 -0.32
S -4.532 1.446 7.480 -2.737 2.731 2.219 0.97
N 3.556 6.850 5.948 -0.465 -2.811 -6.156 -0.14
H 0.040 -1.369 3.243 -0.178 -0.651 -0.034 0.26
C 4.734 -2.311 -0.531 1.096 -0.587 1.238 -0.48
H -1.566 -5.515 2.875 -1.382 0.662 0.008 -0.42
C -3.961 -2.329 -2.703 0.508 0.058 -0.403 -0.08
C 4.556 -0.106 -6.573 1.273 0.600 1.286 -1.02
C -3.303 3.657 3.043 0.579 -0.246 -1.355 -1.32
H -1.131 4.845 7.662 -0.019 0.542 -0.489 0.59
H 3.393 2.389 7.739 -0.283 -0.221 0.226 0.37
C -7.697 -5.349 -4.603 0.774 -2.898 0.735 -0.80
C 0.746 -9.174 -0.921 0.832 0.349 0.786 -0.13
H -4.147 0.681 -3.888 -0.467 -0.286 0.244 -0.90
H 9.068 -1.528 -9.941 1.022 0.416 0.352 0.38
C -8.802 -5.939 -3.650 0.405 2.482 0.081 -0.87
H 4.491 5.848 -1.075 -0.255 -0.176 -0.538 0.77
H 1.489 -2.663 5.633 -0.337 -0.239 0.297 0.12
O -4.258 7.227 -4.103 1.477 -2.696 -1.203 -0.62
C 7.422 -4.588 1.142 0.568 -0.799 -1.160 -0.13
C 0.231 -8.212 -1.992 0.820 -1.319 1.738 -0.64
H -3.010 -2.094 -3.182 -0.114 -0.166 -0.700 -0.28
O 0.016 6.154 2.792 -1.358 1.085 1.074 -0.08
H 1.203 5.082 0.820 0.508 0.600 0.078 -0.19
C 8.527 -0.689 -9.502 0.399 -0.408 -0.233 -1.42
H 2.029 -5.516 5.259 -0.334 0.051 -0.299 0.37
H -4.015 2.376 -3.667 0.140 0.324 -0.462 -0.89
C -4.216 1.367 -0.715 1.355 1.328 0.189 2.16
H -7.427 -1.346 -4.680 0.322 0.286 0.166 0.51
C 2.509 7.488 -0.194 -1.239 -0.731 0.183 -1.39
F -7.099 -5.821 1.739 0.473 0.096 0.510 -0.30
F 1.370 7.979 3.095 -0.517 0.385 0.435 -0.37
H -1.833 -6.969 -2.934 -0.105 0.141 0.174 0.54
H 6.776 -3.959 -0.782 -0.155 0.344 -0.033 0.39
C -1.448 -4.824 -2.388 0.294 0.121 0.227 0.67
H 1.777 2.677 -5.804 -0.030 -0.088 -0.765 0.48
C -2.719 -4.828 5.741 1.507 0.755 -0.824 -0.01
H 7.111 -2.342 -5.864 -0.053 0.116 0.051 0.50
H -3.200 0.994 -0.847 0.206 0.125 -0.165 -1.05
F -3.678 -2.753 2.521 -0.329 -0.054 -0.387 -0.21
C 0.834 -6.022 -0.794 -0.557 0.186 -0.956 -1.17
H 6.103 -0.087 -8.699 0.096 -0.075 -0.222 0.44
C 5.341 -2.411 2.069 -1.524 0.821 -1.350 -0.12
H 0.923 -0.466 4.330 0.188 -0.084 0.514 0.01
H -1.902 -7.151 3.261 -0.132 -0.129 -0.059 0.55
H 1.760 -4.480 6.633 -0.968 0.489 -0.226 0.19
H -0.642 5.369 -2.592 0.666 -0.670 0.164 -1.00
H 7.876 -0.501 -10.356 -0.880 0.294 0.553 0.38
H -7.871 -5.294 -1.795 -0.224 -0.423 0.391 -0.01
O -0.856 8.476 2.378 0.537 -1.818 2.032 -0.60
H 4.549 -5.128 -0.015 -0.113 -0.109 0.174 0.39
H -2.850 -3.864 5.249 -0.244 0.013 -0.058 -0.23
H 3.325 4.513 1.305 0.403 0.070 0.796 0.14
N -4.468 -0.212 7.020 -0.133 3.367 1.109 -0.53
C -8.789 -3.530 -2.550 1.276 -1.613 -0.334 -0.75
N -0.909 0.637 0.643 -1.210 -6.432 -0.428 0.99
O -3.110 5.177 -3.336 0.505 0.288 -0.643 -0.27
C 5.506 -1.011 -0.503 0.273 0.471 -1.560 0.05
H 0.092 0.541 8.431 -0.247 0.398 -0.302 0.40
H 0.898 -10.844 -2.252 0.141 0.041 -0.408 0.38
C 1.294 -5.250 6.018 -1.066 -1.248 -0.053 -0.86
C -1.236 -4.787 6.367 -1.105 -1.780 -0.593 -0.92
H 6.136 4.770 1.804 -0.426 0.305 0.130 0.38
H 5.147 0.265 -3.693 0.048 0.566 -0.864 -0.03
O 5.998 7.203 6.792 -0.929 -1.806 -1.536 -0.63
O -3.640 0.636 4.722 0.828 -0.858 2.184 -0.23
C -1.803 -6.166 3.717 1.241 -0.513 0.781 0.69
N 1.158 2.346 7.643 1.834 -2.029 2.841 0.38
C -4.365 1.629 -4.379 0.886 -1.125 -0.815 2.62
H -8.611 -6.977 -3.377 -0.029 0.115 -0.352 0.42
C 0.704 2.543 -5.944 -1.501 0.075 -0.439 -0.70
S 4.126 5.741 4.768 -1.291 -1.643 -2.136 1.16
H 1.939 -1.424 9.844 -0.139 -0.519 -0.148 0.43
H -9.668 -5.295 -1.671 0.170 -0.086 0.024 0.47
C -4.214 2.928 -0.769 -0.957 -0.255 -0.098 -0.51
F 2.773 5.577 3.891 0.592 0.656 0.580 -0.03
H -1.012 -3.695 3.980 -0.141 0.693 0.479 0.24
C -0.021 -3.758 4.430 0.091 -1.361 1.222 -0.95
C 6.729 -0.323 -7.838 -2.056 -1.117 -0.082 -0.85
F -1.714 6.573 -7.413 -0.496 -0.065 1.507 -0.37
S 6.653 5.211 -3.182 9.943 5.326 -1.845 0.93
H -6.786 -5.854 -4.283 0.642 0.695 0.209 0.24
H -6.939 2.347 3.170 0.018 -0.229 -1.058 0.40
N -1.941 1.389 -5.568 -1.128 -1.242 0.755 0.68
H -1.017 -3.858 6.894 -0.112 -0.236 -0.012 0.53
C 5.636 -1.710 -4.334 1.347 -1.465 -1.433 -0.76
S -3.300 0.022 6.014 2.635 -2.540 -2.972 0.57
H -6.879 5.108 4.219 -0.251 0.297 -0.105 0.38
O 0.492 -1.469 -0.102 1.803 0.265 -0.051 0.37
C 4.654 -0.626 -4.082 -0.105 -0.338 1.074 0.34
H -6.165 1.093 -5.416 -0.220 0.197 -0.313 0.39
H 0.436 1.621 -3.969 -0.081 -0.362 0.010 0.44
H 8.574 -1.074 -7.327 0.650 -0.188 -0.421 0.32
H -3.414 3.166 4.010 -0.573 -0.384 -0.366 0.12
N -4.132 3.057 1.883 -1.415 1.502 -0.129 0.76
H 2.963 6.788 -2.627 0.382 -0.479 -0.844 0.56
H -0.387 -2.964 -2.002 -0.236 -0.078 0.154 -0.56
C 5.546 4.557 0.913 -0.691 -0.400 0.175 -1.12
H 0.189 1.543 5.991 -0.236 -0.021 -0.085 -0.02
H 4.116 6.141 1.381 -0.255 -0.149 -0.051 0.20
S -0.170 7.527 3.263 3.292 0.714 -1.676 1.01
S -4.375 -3.736 1.434 5.874 7.765 -2.531 0.66
F -0.305 2.727 1.230 0.416 -0.550 -0.869 -0.21
S -1.712 7.819 5.129 -5.712 1.899 2.628 0.93
H -3.904 -5.785 4.174 0.123 0.289 0.020 0.18
H 3.488 7.967 -0.191 0.286 -0.956 0.143 0.43
H 0.550 5.365 7.553 0.118 -0.091 0.023 0.37
H 7.676 -2.238 -8.273 -0.252 0.041 -0.026 0.33
C -0.085 4.286 5.748 0.103 0.191 0.962 1.07
H 2.517 -10.282 -1.783 -0.151 0.359 0.063 0.36
S 5.048 3.554 -3.741 -1.061 -2.402 -1.728 1.04
S -0.055 1.659 0.003 3.913 9.288 -1.390 -0.14
H -7.958 4.848 2.817 0.279 -0.486 -0.248 0.33
C 0.815 -1.499 3.999 -0.083 0.531 0.585 -0.91
H -8.533 -2.962 -1.656 -0.715 -0.154 0.190 0.51
H -2.272 3.508 2.722 0.124 0.391 0.183 0.36
C 0.924 6.864 -2.824 -1.061 -0.024 1.300 -1.08
H 1.251 4.356 -0.752 -0.667 -0.067 -0.257 0.17
F -1.850 7.333 6.659 0.560 0.472 -0.273 -0.29
C 2.122 6.125 -2.422 3.046 0.973 2.050 -0.41
H -3.670 -3.059 -1.947 -0.605 0.159 0.318 0.00
C 4.309 -4.453 0.807 1.583 2.204 -0.660 -0.99
H -1.906 2.287 -3.701 0.318 0.407 0.167 -0.40
H -2.057 -0.778 -5.472 -1.032 0.179 0.142 0.50
H -2.089 -7.783 -0.838 -0.601 -0.042 0.885 0.38
C -1.038 -6.285 -2.637 -0.048 0.896 0.468 -1.25
O 4.539 5.447 7.729 0.366 -1.978 0.187 -0.55
C -3.734 3.651 0.474 3.226 -1.283 1.990 -0.50
H -1.809 -4.261 -3.248 -0.694 -0.960 -0.373 0.47
C -5.128 -2.741 -3.620 1.480 0.207 -0.737 -1.04
C 8.772 -4.920 0.474 -0.440 -0.184 -0.648 -1.42
H -1.721 3.512 -4.994 -0.195 -0.141 -0.228 -0.30
H -5.317 -1.854 -4.225 -0.657 0.178 0.229 0.33
H -0.976 5.514 -0.039 -0.337 -0.258 -0.700 -0.34
C -7.887 -1.566 -3.716 0.107 -1.828 -2.042 -1.13
C 3.749 -0.470 -5.290 0.158 0.993 -0.893 0.17
O -2.451 9.082 5.088 1.925 -1.783 0.248 -0.65
H -6.118 3.214 1.241 0.139 0.476 -0.465 0.61
H -6.312 -2.717 -1.840 -0.001 -0.274 0.185 0.25
H -8.013 3.771 4.278 -0.722 0.790 0.067 0.43
H -6.092 -4.336 -2.620 -0.097 0.189 0.364 0.22
H -2.166 -4.739 -1.572 -0.196 0.064 -0.075 -0.52
C -7.388 4.362 3.609 1.378 -1.202 1.838 -1.47
O 4.538 2.746 -2.599 1.095 2.180 -2.255 -0.38
H 6.832 -5.493 0.996 -0.133 -0.206 0.931 0.28
H 6.017 0.702 0.673 -0.361 0.086 -0.191 0.49
H -3.630 2.599 -6.091 0.476 0.208 -0.320 0.37
H -0.452 -8.851 -2.552 -0.616 0.886 -0.308 0.53
C -0.295 6.286 -2.116 -2.235 -0.224 0.721 0.81
F -1.723 -1.628 0.339 -0.525 0.500 0.102 0.05
H 6.323 -1.959 -3.525 0.160 0.559 0.254 0.22
O -0.701 2.365 -1.121 1.388 -1.563 1.265 -0.26
H 7.619 -4.292 2.172 -0.568 -0.033 -0.031 0.27
O -3.208 -4.412 0.940 0.600 -0.940 -0.801 -0.34
H 1.086 7.885 -2.477 -0.263 0.224 -0.469 0.39
H -3.205 -6.878 5.285 0.521 -0.338 -0.159 0.44
H 4.115 -0.910 -3.178 -0.697 -0.164 -0.206 -0.02
C 1.062 1.023 8.555 -0.301 -0.040 -1.696 -0.91
N -0.102 -5.036 5.359 0.515 1.717 -1.365 0.44
C -8.809 -5.077 -2.305 0.751 0.497 -1.409 -0.17
N -3.262 5.508 -5.808 3.930 2.131 -2.240 -0.26
H 2.586 3.000 9.284 -0.320 -0.505 -0.177 0.35
C -1.301 1.286 -7.024 -0.615 0.734 1.765 -1.02
F 4.079 7.714 7.907 -0.366 0.163 0.498 -0.36
F 3.859 3.643 -4.766 -1.549 0.349 0.349 -0.36
H -9.683 -5.835 -4.284 -0.670 -0.255 0.755 0.32
H -1.041 3.982 5.322 -0.097 -0.704 0.347 -0.20
H 5.788 -3.126 -7.686 0.184 0.357 -0.100 0.38
C -0.139 4.554 7.316 0.325 -0.485 -0.587 -1.03
C -1.388 -7.152 -0.292 0.450 0.154 -1.744 -0.85
H 1.776 -6.136 -1.328 -0.453 -0.389 -1.006 0.33
O 7.588 5.332 -4.359 -2.629 -0.695 3.163 -0.68
H 0.979 -1.697 8.309 -0.379 -0.147 0.508 0.16
H 1.477 -8.685 -0.278 -0.138 0.392 0.254 0.17
S -3.746 5.885 -4.436 -5.844 1.460 6.904 0.86
H 4.308 -2.151 2.299 -0.487 -1.321 0.027 -0.11
H -0.047 -9.536 -0.267 -0.183 0.128 -0.152 0.30
C -1.383 2.544 -4.623 -1.223 -1.222 -0.608 0.26
H -3.458 -4.856 6.542 0.329 -0.030 0.190 0.69
H 0.654 0.455 -6.582 -0.139 -0.331 0.004 0.13
H 3.039 0.511 8.725 0.445 -0.769 0.185 0.39
H -5.222 3.283 -0.983 -0.218 -0.140 -0.195 0.64
H 1.899 1.295 5.851 0.428 0.589 0.243 0.54
H -4.239 -1.360 -2.289 -0.057 -0.256 0.702 0.15
C -0.210 6.103 -0.543 2.329 -1.011 -1.028 0.06
H 2.596 3.914 7.788 0.246 0.082 0.153 0.48
C 1.924 -1.388 8.754 -0.138 0.162 -0.326 -1.29
C 5.402 -0.196 0.726 0.397 -0.784 2.876 -0.47
H 5.825 -3.053 2.805 -0.230 -0.122 -0.342 0.59
H 1.762 -1.762 3.529 -0.060 -0.131 -0.221 0.00
H 5.148 -2.674 -4.478 -0.482 -0.110 -0.201 0.49
H 1.867 8.286 -0.568 -0.328 -0.626 -0.911 0.27
H 1.272 -3.848 -0.616 0.384 -0.428 0.341 -0.75
O -5.324 2.257 6.561 1.140 -1.568 0.967 -0.54
C -3.491 1.584 -5.718 0.176 1.981 0.746 -1.05
H 3.098 -1.321 -5.488 0.134 -0.288 0.266 0.27
C -0.199 -4.036 -2.064 -0.254 -0.028 0.530 -0.44
H 2.653 -2.037 8.269 0.324 -0.187 0.602 0.32
H 0.007 5.270 5.289 0.487 -0.069 -0.002 -0.90
C 7.922 -1.179 -8.194 -0.673 0.417 0.178 -0.18
C -6.339 3.250 3.280 -0.415 -0.068 -0.337 -0.23
H 0.362 3.420 9.206 -0.182 0.508 -0.083 0.56
C 0.219 1.389 -6.938 0.351 0.253 1.234 -0.40
H 2.484 -0.086 7.225 -0.453 0.380 -0.256 0.33
H 4.428 -4.905 1.791 0.151 0.122 -0.216 0.44
C 5.873 -0.981 2.037 1.354 -0.093 -1.182 -1.43
H -7.796 -5.791 -5.594 -0.382 0.091 -0.176 0.50
C -4.741 0.909 0.601 -1.132 0.083 1.660 -1.33
N -7.600 -3.081 -3.484 -0.937 0.207 0.829 0.40
C -2.983 -5.968 4.727 0.685 0.773 -0.227 -1.03
H -4.835 -0.173 0.687 0.618 -0.136 0.186 0.15
N 5.294 -3.194 0.622 -0.137 -0.465 1.526 0.62
F -5.550 1.388 8.818 1.778 -0.732 -2.016 -0.32
O 4.271 4.323 5.220 0.194 3.106 -0.796 -0.62
H 3.085 0.372 -5.090 -0.091 0.133 -0.237 -0.29
H -4.793 1.026 -1.575 -0.236 -0.227 0.161 -0.10
S -1.888 6.529 -5.773 3.855 0.139 -3.827 0.96
H -1.696 0.402 -7.525 0.244 -0.471 0.520 0.43
H -1.198 -5.673 7.001 0.303 0.265 0.516 0.46
O -4.989 -2.800 0.529 -0.251 -0.743 0.263 -0.55
H -0.300 -6.262 -3.439 0.206 -0.349 0.165 0.47
H 1.168 -6.114 6.670 0.013 -0.070 -0.045 0.43
O -2.387 6.742 4.459 0.067 -0.763 -0.852 -0.48
H -1.771 2.073 -7.614 0.299 0.573 0.380 0.51
H 6.971 0.636 -7.378 0.073 -0.218 0.344 0.54
C 1.127 5.311 -0.243 0.333 1.087 -0.538 -0.31
N 2.385 6.073 -0.848 -1.077 -0.110 -0.055 0.82
O -0.632 5.782 -5.438 -3.259 1.417 -0.018 -0.46
H 0.396 3.305 -3.890 0.143 0.379 -0.372 -0.62
H 1.163 1.339 9.593 -0.199 0.274 -0.184 0.57
H -4.585 1.310 2.840 0.194 -0.645 -0.300 0.53
H -0.931 -7.634 0.573 -0.155 0.136 -0.196 0.42
H -3.007 1.249 1.960 -0.076 0.112 0.158 0.32
C 3.696 5.261 -0.616 -0.458 1.645 1.255 -0.37
H 0.429 -6.475 3.810 -0.028 0.733 -0.401 0.43
H 6.944 -1.065 2.224 0.504 0.425 -0.954 0.41
H 5.102 0.814 -6.365 -0.199 0.289 0.273 0.40
O 1.425 1.549 -0.009 -3.127 -0.657 -0.309 -0.08
H -6.444 1.498 -3.761 0.066 0.265 0.195 0.31
C -0.438 -6.238 4.426 -0.027 -0.593 2.176 -1.17
H -4.952 -3.497 -4.385 0.817 -0.197 0.111 0.45
H 8.556 -5.173 -0.564 0.071 0.310 -0.337 0.36
O -5.084 -7.121 1.891 -0.168 3.367 -0.365 -0.65
H 7.308 -2.622 0.353 -0.030 -0.111 -0.520 0.45
N 5.709 -1.068 -6.884 0.060 -0.928 1.180 0.24
H 4.006 0.118 -7.487 -0.211 -0.590 0.056 0.50
H -0.174 -4.446 0.134 -0.641 0.772 -0.346 -0.20
H -0.425 -7.087 5.109 -0.265 -0.090 0.316 0.49
H 9.080 0.230 -9.308 0.456 -0.323 -0.391 0.36
F -3.047 -1.574 5.613 -0.623 0.751 -0.001 -0.26
H -7.527 -0.859 -2.969 -0.264 -0.593 0.301 0.29
H 2.035 7.312 0.772 0.902 0.249 0.451 0.54
H 5.480 3.470 0.862 -0.082 -0.213 -0.069 0.01
H -2.661 3.477 0.560 0.397 -0.208 -0.449 -0.65
H 3.561 4.282 -1.075 0.066 0.173 0.000 -0.15
H -5.481 4.724 1.920 0.291 -0.142 0.199 0.58
H -0.255 7.024 0.037 0.373 0.267 -0.264 0.46
H 4.278 -2.820 -6.898 0.103 0.707 0.453 0.34
H 6.553 -1.183 -0.756 0.001 -0.109 -0.086 0.39
H 0.901 6.809 -3.913 -0.469 0.226 0.090 0.36
H 9.435 -4.055 0.483 0.257 -0.308 0.138 0.37
H -8.946 -1.574 -3.971 -0.019 0.611 0.654 0.49
H 3.652 -2.223 -0.435 0.052 0.220 0.264 0.03
H 0.563 -4.133 3.589 0.720 0.461 0.089 0.29
O -5.595 -5.591 -0.026 0.837 0.123 2.615 -0.47
H 2.002 4.015 5.557 0.256 -0.529 0.224 -0.94
S 4.683 6.594 6.911 3.228 4.861 7.660 0.88
H 1.106 -7.987 -2.603 -0.397 0.588 -0.238 0.24
H -6.148 2.827 -4.909 0.069 -0.152 -0.063 0.31
H -0.222 -2.079 5.851 0.055 -0.126 0.037 0.16
C -5.880 1.805 -4.642 0.836 -0.611 -0.091 -1.58
C -5.543 3.645 2.061 -0.587 -1.826 -0.769 -0.81
H 0.545 1.481 -7.974 0.340 0.464 0.110 0.54
N -5.161 -4.456 2.425 -4.126 -6.142 1.041 -0.40
H 4.612 -1.991 -8.430 0.057 -0.233 -0.031 0.42
H -3.610 3.209 -1.631 0.174 0.515 0.274 -0.44
C 1.484 -10.388 -1.454 -0.918 -1.029 -0.350 -1.50
H -6.826 -3.487 -5.394 -0.158 -0.368 -0.189 0.55
O -2.011 0.277 6.623 -0.405 0.189 -1.022 -0.39
H -3.563 4.710 3.150 0.238 -0.025 -0.142 0.57
C 0.514 -2.508 5.171 -0.252 0.484 -2.615 0.74
H 6.154 4.837 0.053 -0.216 0.282 -0.023 0.42
H 1.428 -11.167 -0.693 0.432 0.092 0.154 0.39
F -5.110 5.047 -4.542 -0.398 -0.376 -0.275 -0.34
H 5.626 -0.417 2.936 -0.844 -0.272 0.024 0.61
H -9.762 -3.311 -2.990 0.361 0.784 -0.205 0.40
H -1.767 -6.146 -0.114 -0.421 -0.370 0.546 0.30
C 2.550 2.906 8.199 -1.157 1.319 -2.307 -1.12
C 1.150 2.043 6.114 -1.198 1.199 1.136 -0.63
H -8.608 -3.639 -5.248 0.060 0.527 -0.200 0.46
C 6.773 -3.563 0.234 -1.040 0.490 1.661 -0.96
O -1.136 -0.569 -1.674 0.147 0.557 -0.755 -0.47
O -2.032 7.935 -5.417 0.213 -3.030 -0.250 -0.50
C 1.133 3.388 5.359 -0.502 0.706 0.408 0.41
H -5.695 2.842 4.059 0.040 1.204 0.848 0.01
C 0.092 2.484 -4.540 0.577 -0.992 0.255 0.33
H -3.813 0.964 -6.555 -0.207 -0.615 0.548 0.67
C -6.229 -3.266 -2.778 -1.978 0.396 -0.175 -0.37
N -0.185 7.814 4.988 1.123 -0.566 -3.955 -0.29
O 5.964 2.862 -4.681 -0.582 1.045 2.542 -0.56
H -2.017 -0.068 -3.765 -0.656 0.692 -0.325 -0.26
O -3.309 2.063 7.991 -1.962 -1.479 -0.534 -0.56
H -3.713 4.737 0.563 -1.048 -0.024 -0.350 1.00
H 4.350 0.039 0.883 -0.021 0.478 0.055 0.04
H 9.231 -5.856 0.791 0.162 0.429 0.746 0.39
C -7.646 -3.888 -4.799 -0.742 1.722 1.084 -0.61
H 2.303 5.141 -2.853 -0.227 -0.083 0.330 -0.01
O 5.087 6.293 3.820 -1.361 -0.866 1.669 -0.57
C 0.422 -4.512 -0.776 0.726 -1.226 0.802 1.69
C -4.059 1.529 1.911 -1.146 0.734 -1.658 -0.20
C 0.063 3.293 8.165 0.228 -0.063 -1.047 -0.55
H 7.213 -0.646 -5.320 -0.080 0.209 -0.492 0.48
C 2.186 0.009 8.269 0.585 1.619 -0.218 -0.21
C 4.093 5.167 0.893 0.638 -0.609 -1.486 -0.29
```
Forces are in eV/Å.

Output
Charge: +2
Electronic energy (hartree): -13148.56452
Multiplicity: 1
LUMO level (eV): -5.2